1.
Molecular formula: C27H53BrN6O5P
Method: DFT, the ωB97M-V functional and the def2-TZVPD basis

## Properties
HOMO-LUMO gap in Eh: 0.276
HOMO energy in eV: -11.044
F_max in eV Å⁻¹: 12.09
Net charge: +1

The geometry in XYZ format:
```
93
Properties=species:S:1:pos:R:3:forces:R:3:mulliken_charge:R:1
C 3.522 -1.459 2.958 0.0989 -0.4692 0.6923 -0.65
C 4.351 -0.037 3.022 -0.3341 -1.1219 1.3597 -0.47
P 3.505 1.369 1.970 2.7003 0.3620 0.9854 -0.29
C 2.756 2.533 3.281 -1.5168 0.5162 1.8585 -0.64
N 2.291 0.508 1.002 0.3222 0.0822 -3.7066 1.00
C 2.676 0.150 -0.448 -2.4828 1.4328 1.4175 0.20
N 3.805 -0.500 -0.917 -2.8875 0.9719 -0.5967 0.05
N 4.828 -0.932 -0.064 1.8871 1.3748 -0.0586 -0.64
N 1.486 0.629 -1.248 1.5284 -2.3742 0.3015 0.37
C 1.374 0.221 -2.696 1.3523 0.5774 -2.0966 -0.82
C 0.460 1.277 -3.617 -1.2587 -1.4614 0.5561 -0.51
C -0.577 0.303 -4.490 0.0386 0.5310 -0.1596 0.06
C 0.111 -0.297 -5.860 -1.1935 -0.1648 -0.6160 -0.61
C 0.111 -1.946 -5.950 1.0360 0.1179 -0.6683 -0.43
C -0.172 -2.477 -7.510 0.1710 -0.7982 0.0906 -0.49
C -1.018 -3.911 -7.534 0.3055 0.0102 -0.9619 -0.39
O -0.116 -5.094 -7.723 -2.1234 0.0981 0.6060 -0.33
C -0.916 -6.341 -7.751 -0.2891 -0.5603 -0.5594 -0.57
C 0.320 0.220 -0.322 0.5112 2.3936 0.2605 -1.08
O 0.702 -1.161 0.007 -4.7379 -3.7113 -2.2931 -0.31
C -0.119 -2.158 -0.693 -4.7042 -2.4986 -5.1874 0.42
N -0.920 -2.841 -1.484 7.4300 6.0522 7.3663 -0.52
O -1.014 0.523 -0.857 3.1104 -1.1472 1.4137 0.13
C -2.062 0.486 0.173 -1.3900 -0.9401 1.4941 -0.01
C -3.551 0.319 -0.508 0.3356 0.4670 -1.4166 0.18
C -3.624 -0.987 -1.526 -0.7662 0.3674 -0.4109 -0.86
C -4.800 0.333 0.554 -0.8773 0.0503 0.8074 0.18
C -5.631 -1.075 0.670 -0.7682 0.0283 0.8102 -1.05
C -4.397 0.783 2.086 0.7773 0.9621 -0.8196 -1.05
C 0.853 1.069 1.018 -0.6503 -2.4728 -0.3898 -0.56
N 0.358 0.557 2.351 -0.3141 0.9928 -1.5103 0.01
C 0.661 2.646 0.612 0.0324 1.4483 -0.0456 0.01
C -0.294 3.518 1.616 0.1427 -0.1682 6.8334 0.02
O -0.296 3.494 2.950 0.1899 -0.1800 -9.0248 -0.37
Br -1.601 4.832 0.765 1.4196 -1.4590 0.5407 -0.12
H 4.141 -2.369 3.418 -1.1671 2.1842 -0.9058 0.37
H 3.240 -1.802 1.861 0.4162 0.9708 2.3934 0.08
H 2.576 -1.329 3.660 1.7656 -0.4079 -1.7404 0.12
H 5.469 -0.210 2.720 -2.2547 0.5785 0.2801 0.33
H 4.364 0.318 4.161 -0.0432 -0.7287 -2.4777 0.40
H 3.586 2.819 4.089 -1.3861 -0.8447 -2.0992 0.43
H 2.353 3.564 2.855 0.9600 -2.3526 0.6785 0.30
H 1.873 2.051 3.915 1.8389 1.0268 -1.4858 0.07
H 3.958 -0.723 -1.947 -1.0537 0.7725 1.6948 0.29
H 5.216 -1.856 -0.357 -0.7964 1.0020 0.0945 0.28
H 5.591 -0.199 -0.185 -0.9714 -1.4454 0.5323 0.32
H 2.472 0.313 -3.157 -2.2248 -0.2590 1.0979 0.37
H 1.043 -0.885 -2.884 0.3913 2.0230 0.6799 0.36
H -0.239 1.925 -2.921 1.7330 -1.1802 -1.3101 0.08
H 1.134 1.943 -4.305 -1.3595 -1.3298 1.4257 0.49
H -1.526 0.961 -4.789 2.0939 -1.5192 0.6913 0.40
H -0.952 -0.603 -3.810 0.8077 2.0957 -1.3394 -0.34
H -0.585 0.070 -6.757 1.7075 -0.6678 1.8687 0.32
H 1.188 0.132 -6.037 -2.0846 -0.8282 0.3869 0.24
H -0.627 -2.450 -5.194 1.2112 1.1229 -1.4958 0.19
H 1.200 -2.297 -5.661 -2.2137 0.4830 -0.4508 0.19
H 0.854 -2.645 -8.093 -2.2389 0.2861 1.3696 0.25
H -0.774 -1.691 -8.151 1.0668 -1.5065 1.5392 0.33
H -1.617 -4.088 -6.537 0.9446 0.5472 -1.9925 0.27
H -1.711 -3.889 -8.499 1.0751 -0.0024 2.2186 0.26
H -1.421 -6.511 -8.811 1.0551 0.5281 2.0348 0.23
H -1.791 -6.328 -6.972 1.7537 0.0317 -1.2323 0.25
H -0.209 -7.267 -7.559 -1.3542 2.1438 -0.2704 0.22
H -1.893 -0.447 0.862 -0.2153 1.6207 -1.2338 0.36
H -1.984 1.437 0.850 -0.2431 -1.6074 -1.4419 -0.29
H -3.695 1.270 -1.211 0.4100 -1.9573 1.5052 0.22
H -2.839 -0.898 -2.400 -1.4268 -0.2429 1.9825 -0.08
H -4.693 -0.974 -2.056 2.2996 0.0541 1.2396 0.36
H -3.552 -2.019 -0.975 0.1554 2.1325 -1.0865 0.21
H -5.576 1.152 0.167 1.7500 -1.7957 0.8182 0.23
H -6.500 -1.147 -0.138 2.1533 -0.0536 1.5662 0.28
H -6.195 -1.057 1.722 1.2028 -0.0045 -2.2876 0.36
H -4.954 -2.044 0.698 -1.4168 2.0918 -0.2687 0.22
H -3.676 -0.007 2.615 -1.7670 1.6842 -1.0712 0.17
H -5.355 1.023 2.715 1.9131 -0.7720 -1.1808 0.45
H -3.814 1.818 1.973 -1.1457 -2.1483 0.5362 0.22
H 0.568 -0.451 2.512 -0.3004 1.2120 -0.6135 0.34
H -0.636 0.805 2.547 1.2889 -0.3284 -0.2202 0.26
H 0.226 2.815 -0.485 0.8850 -0.7634 2.5431 0.13
H 1.724 3.189 0.601 -2.3114 -1.1561 0.2206 0.55
C 0.395 3.568 7.994 0.0616 0.6552 0.0630 -0.57
C 0.378 2.525 6.907 -0.4192 -0.3036 -0.4084 -0.14
C 1.599 1.697 7.243 0.3572 -0.1561 0.1880 -0.21
O 1.765 1.758 8.666 -0.1794 0.1607 -0.3724 -0.44
C 0.900 2.780 9.182 -0.0369 -0.2135 0.4275 -0.48
H -0.578 4.033 8.172 0.1335 -0.0527 0.0025 0.34
H 1.111 4.359 7.738 -0.1097 -0.0444 0.0535 0.27
H -0.526 1.911 6.997 0.0921 0.0494 -0.0606 0.25
H 0.409 2.941 5.897 -0.0124 -0.0454 0.0654 0.05
H 2.501 2.115 6.783 0.0314 -0.0060 -0.1240 0.18
H 1.499 0.654 6.928 0.0739 0.0202 0.1172 0.22
H 0.076 2.285 9.709 -0.0105 0.1002 0.0392 0.27
H 1.448 3.401 9.896 0.0188 -0.1633 -0.0561 0.28
```
Positions in Å, forces in eV/Å.

---

2.
Molecular formula: C23H36N4O4S2
Method: DFT, the ωB97M-V functional and the def2-TZVPD basis

## Properties
HOMO-LUMO gap in Eh: 0.262
HOMO energy in eV: -8.665
F_max in eV Å⁻¹: 10.07
Net charge: 0
SMILES: CCCNC1=C(CCCSC(=S)N2CCOCC2)C(=O)OC1=O.CCCC#N.CCCC#N

The geometry in XYZ format:
```
69
Properties=species:S:1:pos:R:3:forces:R:3:mulliken_charge:R:1
C -1.298 -2.219 0.928 0.0491 -1.2540 -0.3193 0.12
C 0.248 -1.945 1.422 -0.4794 -0.8569 0.5909 -0.25
C 1.344 -1.899 0.202 -0.0897 -1.4412 1.2539 -0.13
N 1.246 -0.657 -0.675 0.9327 1.2645 2.8993 -0.38
C 1.832 0.463 0.202 -2.5164 2.5421 1.8614 0.10
C 1.051 1.452 1.047 3.8076 -2.8236 -2.5434 0.15
C -0.592 1.556 1.181 0.6920 1.0518 -0.2548 0.40
C -1.116 1.899 2.704 -0.5173 0.8039 -0.8174 -0.54
C -2.787 1.972 2.686 0.4075 1.6304 1.1681 -0.63
S -3.445 0.245 2.387 -0.3871 0.4598 -0.9330 0.08
C -5.198 0.267 1.699 -2.8805 0.9839 1.2312 -0.22
S -6.462 0.330 2.885 2.8763 -0.2643 -3.0588 -0.14
N -5.542 0.203 0.196 2.7249 -0.2273 2.2826 -0.04
C -5.180 -1.207 -0.203 -1.0946 -2.2723 -0.3520 -0.06
C -4.800 -1.423 -1.779 1.1480 -1.1282 -0.5293 -0.33
O -4.689 -0.194 -2.578 1.6667 -0.0586 2.5607 -0.44
C -3.790 0.679 -1.751 -1.2026 0.6679 1.2843 -0.07
C -4.748 1.258 -0.539 0.1935 1.6189 -1.8592 -0.12
C 2.258 2.314 1.753 -4.0433 2.4131 4.0275 0.25
O 1.935 3.067 2.836 3.3804 -4.5311 -7.2228 -0.56
O 3.556 2.088 1.098 -3.0996 -2.0064 1.0254 -0.26
C 3.429 0.778 0.410 4.1259 -2.7317 -1.9219 0.38
O 4.533 0.109 0.062 -7.7757 4.6425 2.3791 -0.55
H -2.055 -2.344 1.842 1.8136 0.5384 -1.9891 0.19
H -1.316 -3.259 0.344 0.0730 2.2995 1.2609 0.21
H -1.716 -1.422 0.179 0.7692 -1.2695 1.5180 -0.48
H 0.543 -2.879 2.102 -0.5811 2.0086 -1.4556 0.39
H 0.275 -1.010 2.135 0.1561 -1.6736 -1.5610 0.01
H 1.212 -2.911 -0.405 0.2018 2.3552 0.9703 -0.23
H 2.413 -1.940 0.699 -2.0618 0.2009 -1.1875 0.35
H 0.223 -0.469 -0.861 1.5896 0.0624 0.4706 0.35
H -1.126 0.619 0.703 1.3855 1.7123 1.2111 -0.51
H -0.912 2.485 0.506 0.7454 -1.9253 1.4101 0.47
H -0.755 3.012 2.929 -0.6832 -2.6111 -0.2338 0.32
H -0.706 1.156 3.521 -0.9156 1.4828 -1.7279 0.25
H -3.143 2.348 3.762 0.7598 -0.9429 -2.3496 0.37
H -3.177 2.788 1.929 0.9282 -1.8497 1.3051 0.36
H -6.153 -1.869 -0.001 2.1012 1.4732 -0.3070 0.29
H -4.331 -1.704 0.449 -1.4271 1.2276 -1.2656 0.00
H -3.718 -1.928 -1.798 -2.1925 0.9138 0.0889 0.17
H -5.502 -2.183 -2.354 1.1792 1.9207 1.3651 0.30
H -2.922 0.086 -1.237 -1.4052 0.7906 -1.2735 -0.12
H -3.377 1.600 -2.344 -0.9146 -2.0206 0.8440 0.36
H -4.110 1.968 0.138 -1.1789 -1.5736 -1.0019 -0.10
H -5.550 1.960 -1.078 1.7157 -1.5024 1.1680 0.27
C 2.636 -7.118 -1.173 0.0880 -0.0639 0.0846 -1.14
C 1.966 -7.022 -2.540 0.1471 -0.3584 0.2148 -0.43
C 1.328 -5.655 -2.796 -0.8027 -0.0704 0.7343 -0.30
C 0.256 -5.386 -1.752 -6.0389 1.7877 5.6610 0.25
N -0.634 -5.162 -0.887 7.1034 -1.8728 -6.8856 -0.59
H 1.914 -6.993 -0.359 0.0622 0.0478 -0.1185 0.35
H 3.102 -8.100 -1.045 -0.0253 0.1667 -0.0215 0.33
H 3.414 -6.354 -1.063 -0.0949 -0.1077 0.0175 0.30
H 1.205 -7.808 -2.617 0.0776 0.1904 -0.0926 0.29
H 2.713 -7.220 -3.316 -0.1774 0.1241 -0.0006 0.31
H 0.874 -5.633 -3.792 -0.0940 0.1333 0.2443 0.31
H 2.083 -4.864 -2.749 -0.2096 -0.0136 0.1151 0.29
C 5.540 6.068 -1.127 0.1106 -0.0092 -0.0906 -1.14
C 4.985 6.548 0.210 0.3146 0.1491 -0.2338 -0.53
C 3.653 5.888 0.574 -0.6219 0.4596 -0.7760 0.17
C 2.613 6.214 -0.485 -6.0427 1.6454 -5.7507 0.23
N 1.749 6.484 -1.364 6.8859 -2.1380 6.9593 -0.51
H 4.871 6.320 -1.956 0.0198 -0.0664 0.1309 0.37
H 6.504 6.544 -1.332 -0.1102 -0.1099 0.0359 0.33
H 5.689 4.982 -1.122 -0.0145 0.1409 -0.0275 0.28
H 4.862 7.638 0.172 -0.0519 -0.1800 0.1103 0.31
H 5.717 6.334 0.996 -0.2122 0.0057 0.0053 0.32
H 3.305 6.255 1.545 -0.1560 -0.1003 -0.2248 0.32
H 3.769 4.801 0.643 -0.1338 0.1394 -0.1035 -0.15
```
Positions in Å, forces in eV/Å.

---

3.
Molecular formula: C40H43GeN3O2PS2Se2Y
Method: DFT, the ωB97M-V functional and the def2-TZVPD basis

## Properties
HOMO-LUMO gap in Eh: 0.287
ΔE to the lowest compared entry with this formula, charge and spin in kJ/mol: 0.0
HOMO energy in eV: -7.687
F_max in eV Å⁻¹: 0.43
Net charge: 0

The geometry in XYZ format:
```
95
Properties=species:S:1:pos:R:3:forces:R:3:mulliken_charge:R:1
Y 0.872 0.246 -0.600 0.1704 -0.3974 -0.0344 1.05
C 1.173 4.680 1.074 -0.0468 -0.0105 -0.0507 -1.78
C 0.561 3.420 0.515 0.0153 0.0768 0.0908 0.50
N 1.236 2.314 0.547 -0.0054 0.0028 -0.0109 0.88
N 2.506 2.442 1.123 0.0371 -0.0238 0.0263 -0.65
C 3.076 1.361 1.526 -0.0039 0.1028 -0.0115 0.46
S 2.522 -0.292 1.508 -0.1169 0.0738 -0.1144 -0.59
S 4.682 1.510 2.240 -0.0621 -0.0232 -0.0160 -0.17
C 4.999 3.281 2.118 -0.0336 0.0354 0.0496 -0.81
C 4.467 4.156 3.233 -0.0121 -0.0100 -0.0248 0.74
C 3.367 3.805 4.008 0.0152 0.0085 0.0067 -0.16
C 2.884 4.670 4.981 0.0405 0.0212 -0.0221 -0.76
C 3.493 5.901 5.193 -0.0011 -0.0505 -0.0365 -0.44
C 4.596 6.256 4.430 -0.0010 -0.0443 -0.0158 -0.51
C 5.079 5.387 3.460 -0.0245 0.0275 0.0100 -0.52
C -0.815 3.496 -0.030 0.0655 0.0629 0.0691 0.20
C -1.600 4.608 0.324 0.0036 0.0160 0.0330 -0.96
C -2.876 4.811 -0.157 -0.0090 -0.0488 -0.0503 -1.00
C -3.412 3.885 -1.050 0.0463 -0.0014 0.0299 -0.59
C -2.683 2.771 -1.401 -0.1061 -0.0016 -0.0201 -0.25
C -1.395 2.532 -0.890 -0.0126 -0.1280 0.0192 0.46
O -0.792 1.414 -1.234 0.2349 -0.0209 0.0656 -0.24
H 2.242 4.677 0.890 0.0267 -0.0103 0.0015 0.29
H 1.047 4.716 2.158 -0.0041 0.0016 0.0036 0.33
H 0.731 5.568 0.634 -0.0095 -0.0045 -0.0080 0.57
H 4.583 3.601 1.162 0.0171 0.0336 -0.0223 0.21
H 6.084 3.373 2.053 0.0037 0.0054 0.0311 0.54
H 2.891 2.845 3.853 0.0054 0.0236 0.0025 0.40
H 2.027 4.380 5.578 0.0163 0.0018 -0.0126 0.40
H 3.115 6.574 5.953 0.0034 -0.0125 -0.0088 0.38
H 5.086 7.208 4.592 -0.0048 -0.0152 -0.0048 0.37
H 5.944 5.669 2.869 -0.0235 -0.0032 0.0145 0.37
H -1.203 5.335 1.018 0.0125 -0.0185 -0.0069 0.38
H -3.441 5.680 0.151 0.0042 -0.0210 -0.0064 0.38
H -4.404 4.031 -1.461 0.0102 0.0008 0.0028 0.42
H -3.082 2.030 -2.085 0.0032 0.0212 0.0062 0.37
C -4.117 2.219 2.284 0.0251 0.0417 0.0057 -1.11
Ge -4.255 0.280 2.169 -0.0347 -0.0214 -0.0158 0.67
C -5.972 -0.270 1.404 0.0076 0.0186 0.0125 -1.25
C -4.019 -0.517 3.939 -0.0188 -0.0279 0.0027 -1.26
C -2.835 -0.330 0.950 -0.0504 0.0056 -0.0472 -0.70
Se -1.049 -0.123 1.707 -0.1185 0.0855 0.0712 0.23
C -0.854 -1.911 2.423 0.0874 0.0100 -0.0230 -0.59
H -4.711 2.603 3.116 0.0213 -0.0018 -0.0378 0.47
H -4.464 2.685 1.360 0.0244 -0.0127 0.0419 0.26
H -3.076 2.513 2.437 -0.0488 -0.0007 0.0050 0.29
H -6.800 0.026 2.050 0.0256 -0.0079 -0.0249 0.38
H -6.002 -1.354 1.283 -0.0185 0.0285 -0.0016 0.37
H -6.116 0.193 0.427 -0.0089 -0.0217 0.0228 0.36
H -4.704 -0.045 4.645 0.0147 -0.0309 -0.0125 0.40
H -3.002 -0.356 4.296 -0.0052 -0.0041 0.0064 0.38
H -4.228 -1.588 3.925 0.0293 0.0322 0.0063 0.33
H -2.845 0.298 0.058 -0.0035 0.0021 -0.0383 -0.05
H -2.958 -1.365 0.629 0.0387 -0.0165 0.0220 0.55
H -1.557 -2.061 3.237 -0.0332 -0.0039 0.0356 0.40
H 0.168 -1.985 2.790 0.0030 -0.0169 0.0111 0.36
H -1.020 -2.634 1.630 0.0013 -0.0127 -0.0236 -0.16
O 0.594 -2.017 -0.901 -0.0710 0.1461 -0.1288 0.56
P 0.472 -3.119 -1.939 0.0289 0.2471 0.0623 1.40
C -0.644 -4.388 -1.346 -0.0524 -0.0380 0.0225 0.10
C -1.653 -4.916 -2.146 -0.0091 -0.0269 0.0807 -0.37
C -2.495 -5.897 -1.634 0.0304 0.0395 -0.0301 -0.68
C -2.327 -6.347 -0.333 0.0044 -0.0038 0.0081 -0.54
C -1.317 -5.822 0.467 0.0189 0.0255 -0.0130 -0.73
C -0.475 -4.843 -0.037 -0.0686 -0.0489 -0.0191 -0.60
C -0.160 -2.460 -3.476 -0.0296 0.0156 -0.0138 0.24
C -1.006 -1.352 -3.426 0.0057 -0.0120 -0.0874 -0.09
C -1.481 -0.793 -4.601 0.0020 -0.0125 0.0170 -0.67
C -1.130 -1.351 -5.824 0.0019 -0.0034 -0.0074 -0.58
C -0.300 -2.461 -5.876 0.0099 -0.0178 0.0328 -0.74
C 0.194 -3.013 -4.704 -0.0184 0.0490 -0.0394 -0.33
C 2.040 -3.896 -2.302 0.0588 -0.0496 0.0242 -0.20
C 3.078 -3.067 -2.735 0.0104 -0.0738 0.0210 0.05
C 4.312 -3.618 -3.039 -0.0037 0.0007 -0.0005 -0.79
C 4.511 -4.987 -2.913 0.0001 -0.0050 0.0030 -0.47
C 3.480 -5.813 -2.487 -0.0273 0.0215 -0.0032 -0.75
C 2.239 -5.270 -2.181 0.0606 0.0798 -0.0363 -0.42
H -1.787 -4.557 -3.159 0.0002 -0.0062 0.0124 0.40
H -3.284 -6.305 -2.253 0.0120 0.0044 0.0110 0.42
H -2.986 -7.109 0.062 0.0134 0.0128 -0.0033 0.39
H -1.189 -6.174 1.482 -0.0044 -0.0006 -0.0067 0.44
H 0.312 -4.427 0.582 -0.0063 -0.0085 -0.0067 0.60
H -1.292 -0.911 -2.477 -0.0053 0.0075 0.0172 0.28
H -2.111 0.086 -4.561 0.0027 -0.0047 -0.0031 0.43
H -1.491 -0.905 -6.742 0.0094 -0.0076 0.0198 0.39
H -0.010 -2.879 -6.831 -0.0060 0.0064 0.0095 0.41
H 0.876 -3.854 -4.746 -0.0117 0.0115 -0.0024 0.44
H 2.924 -2.000 -2.837 0.0026 -0.0027 0.0033 0.18
H 5.114 -2.975 -3.377 -0.0092 -0.0100 0.0029 0.45
H 5.477 -5.414 -3.152 -0.0192 0.0079 0.0057 0.38
H 3.639 -6.879 -2.392 -0.0005 0.0096 -0.0006 0.43
H 1.433 -5.913 -1.852 0.0006 -0.0058 0.0027 0.41
Se 2.632 0.174 -5.330 0.0277 -0.0161 -0.0508 -0.24
C 2.405 0.381 -3.593 0.0050 -0.0123 0.1425 0.33
N 2.263 0.475 -2.430 -0.1551 -0.0341 -0.0496 -1.15
```
Positions in Å, forces in eV/Å.

---

4.
Molecular formula: C6H10OSi2
Method: DFT, the ωB97M-V functional and the def2-TZVPD basis

## Properties
HOMO-LUMO gap in Eh: 0.304
ΔE to the lowest compared entry with this formula, charge and spin in kJ/mol: 192.8
HOMO energy in eV: -8.076
F_max in eV Å⁻¹: 3.93
Net charge: 0

The geometry in XYZ format:
```
19
Properties=species:S:1:pos:R:3:forces:R:3:mulliken_charge:R:1
C 2.686 -0.983 -0.044 1.7851 -0.8226 0.9377 -0.22
C 1.867 -1.210 1.087 2.0030 -1.1391 0.1366 -0.45
C 2.361 -0.019 -0.934 -1.0773 2.8541 -2.3400 -0.44
C 0.719 -0.496 1.207 -0.8843 -0.4203 1.7964 -0.16
C 1.109 0.723 -0.778 2.4524 -1.6175 0.7852 -0.38
C 0.313 0.486 0.320 -0.5460 0.2501 -1.1531 0.09
O -1.371 2.621 -0.633 1.0595 -1.9508 -0.7039 -0.43
Si -3.076 -1.033 -0.642 1.1430 1.7066 3.3472 0.26
Si -1.379 1.303 0.320 -0.7047 -1.7629 -0.7158 0.21
H 3.715 -1.441 -0.150 -1.4685 0.2241 0.2773 0.27
H 2.258 -1.908 1.901 -0.9173 0.9662 -1.2549 0.28
H 3.078 0.307 -1.792 -1.4163 -0.8538 1.6395 0.23
H 0.134 -0.672 2.105 -0.1562 0.0079 -0.0322 0.33
H 0.839 1.537 -1.379 -0.0473 0.8108 -1.2837 0.48
H -1.682 3.488 -0.602 -0.8482 1.7204 0.4203 0.32
H -2.736 -1.848 -1.769 0.1866 -0.2262 -0.8872 -0.10
H -2.575 -1.851 0.636 -0.7912 0.6148 -1.2514 -0.08
H -4.552 -0.696 -0.541 0.6403 -0.3094 -0.1338 -0.09
H -1.708 1.692 1.686 -0.4127 -0.0526 0.4159 -0.10
```
Positions in Å, forces in eV/Å.

---

Energy across the listed records, respectively: -4679.852636, -2213.890244, -9920.880005, -888.791289 Eh.